A molecular structure, C57H43AsBrF9N12O6PRbSSe, computed with ωB97M-V with the def2-TZVPD basis set.

Each line ends with the Mulliken charge.
Positions of all 133 atoms, in Å:
Rb (0.8715, 0.5686, 1.0731)  0.489
O (-0.5740, -1.4594, 5.2925)  -0.834
As (-0.5889, -1.2681, 3.5378)  2.105
O (-2.5117, -0.6151, 3.5914)  -0.588
O (0.1156, 0.1525, 3.3513)  -0.997
C (-1.1099, -3.1487, 3.1899)  -0.901
C (-2.1284, -3.7632, 3.8881)  0.151
C (-2.3361, -5.1215, 3.6825)  -0.853
C (-1.5174, -5.8372, 2.8236)  -0.669
C (-0.4739, -5.1998, 2.1636)  -0.741
C (-0.2776, -3.8415, 2.3449)  0.382
S (1.0431, -2.6109, 1.7123)  0.550
O (1.3668, -2.1982, 3.1484)  -0.707
O (2.5348, -1.2067, 1.0034)  1.573
O (0.0081, -1.6924, 1.1441)  -0.044
H (-0.0684, -0.6809, 5.5383)  0.334
H (-2.7429, -3.2014, 4.5799)  0.486
H (-3.1473, -5.6236, 4.1913)  0.371
H (-1.6876, -6.8959, 2.6736)  0.429
H (0.1904, -5.7655, 1.5244)  0.486
N (-0.1716, 3.3651, 3.1443)  -0.238
C (-1.5056, 3.2628, 2.9790)  0.369
N (-2.2262, 4.3944, 3.0520)  -0.709
C (-3.5329, 4.2212, 2.8872)  0.467
N (-4.3010, 5.3611, 2.9039)  -0.487
N (-4.1539, 3.0780, 2.6430)  -0.799
C (-3.3404, 1.9927, 2.6120)  0.342
N (-2.0243, 2.0516, 2.8070)  0.215
C (-3.9331, 0.7423, 2.2421)  0.558
C (-5.1076, 0.7233, 1.4842)  -1.120
C (-5.5824, -0.4235, 0.9037)  -0.623
C (-4.8182, -1.6074, 1.0632)  -1.050
C (-3.7284, -1.5917, 1.8787)  0.041
N (-3.3270, -0.4826, 2.5325)  0.447
H (0.2581, 4.1979, 2.7648)  0.278
H (0.3090, 2.4872, 2.9911)  -0.235
H (-3.8309, 6.1605, 3.2964)  0.256
H (-5.2679, 5.2324, 3.1525)  0.269
H (-5.5936, 1.6773, 1.3405)  0.495
H (-6.4926, -0.4385, 0.3273)  0.638
H (-5.0913, -2.5148, 0.5505)  0.459
H (-3.1459, -2.4765, 2.0863)  0.194
C (4.3297, -1.7997, 2.3923)  -1.166
N (3.8113, -1.4954, 1.0593)  -0.450
C (4.5970, -1.4447, 0.0072)  -0.343
C (4.2585, -0.9896, -1.2761)  0.164
C (5.1049, -1.0613, -2.4177)  -1.226
C (4.4283, -0.4299, -3.4379)  -1.063
C (3.2106, -0.0014, -2.8758)  -0.386
N (3.0919, -0.3406, -1.6036)  0.554
C (4.9782, -0.5986, 3.0269)  0.395
C (4.2081, 0.4940, 3.4145)  0.166
C (4.8137, 1.6283, 3.9274)  -0.785
C (6.1909, 1.6767, 4.0792)  -0.501
C (6.9558, 0.5702, 3.7529)  -0.664
C (6.3534, -0.5535, 3.2164)  -0.534
H (5.0427, -2.6268, 2.3353)  0.515
H (3.4602, -2.0958, 2.9861)  0.098
H (5.6178, -1.7763, 0.1669)  0.283
H (6.0809, -1.5166, -2.4635)  0.478
H (4.7460, -0.2874, -4.4580)  0.479
H (2.4331, 0.5570, -3.3757)  0.434
H (3.1306, 0.4446, 3.3270)  0.750
H (4.2110, 2.4811, 4.2073)  0.381
H (6.6682, 2.5653, 4.4685)  0.380
H (8.0265, 0.5803, 3.9084)  0.369
H (6.9599, -1.4090, 2.9510)  0.355
F (-7.3466, -1.9293, -2.8917)  -0.297
C (-6.7266, -0.7402, -3.0901)  0.803
F (-6.8841, -0.5033, -4.4187)  -0.290
F (-7.4995, 0.1713, -2.4769)  -0.287
C (-5.3077, -0.7413, -2.6501)  0.589
C (-4.7873, 0.2840, -1.8539)  -0.860
C (-3.4650, 0.2374, -1.4649)  -0.080
C (-2.6348, -0.8128, -1.8539)  0.336
C (-3.1672, -1.8221, -2.6741)  -0.761
C (-4.4859, -1.7974, -3.0521)  -1.511
P (-0.8416, -0.6806, -1.4438)  0.985
C (-0.3668, -2.4432, -1.4264)  0.138
C (0.9420, -2.7902, -1.7572)  -0.441
C (1.3221, -4.1170, -1.7984)  -0.755
C (0.3953, -5.1095, -1.4928)  0.437
C (-0.8809, -4.7672, -1.0611)  -1.054
C (-1.2491, -3.4383, -1.0143)  -1.055
C (0.7468, -6.5490, -1.6748)  0.828
F (0.5011, -6.9808, -2.9406)  -0.307
F (2.0416, -6.8377, -1.4557)  -0.293
F (0.0492, -7.3901, -0.8880)  -0.268
C (-0.5101, -0.2711, -3.2168)  1.234
C (-0.7270, 1.0570, -3.5903)  -0.559
C (-0.5971, 1.4707, -4.8975)  -1.005
C (-0.2572, 0.5390, -5.8754)  0.378
C (-0.0450, -0.7913, -5.5229)  -1.129
C (-0.1744, -1.1897, -4.2105)  -0.465
C (-0.1277, 0.9224, -7.3104)  0.721
F (-0.4194, 2.2057, -7.5732)  -0.298
F (1.1087, 0.7172, -7.8142)  -0.271
F (-0.9451, 0.1995, -8.1182)  -0.281
H (-5.4223, 1.1034, -1.5578)  0.540
H (-3.0638, 1.0188, -0.8342)  0.130
H (-2.5387, -2.6344, -3.0072)  0.487
H (-4.9028, -2.5907, -3.6568)  0.456
H (1.6608, -2.0054, -1.9551)  0.108
H (2.3286, -4.3891, -2.0777)  0.504
H (-1.5791, -5.5392, -0.7735)  0.400
H (-2.2289, -3.1695, -0.6484)  0.635
H (-1.0053, 1.7720, -2.8305)  0.252
H (-0.7497, 2.5043, -5.1696)  0.560
H (0.2172, -1.5039, -6.2907)  0.417
H (-0.0042, -2.2241, -3.9588)  0.252
Br (1.8387, 4.6703, -3.0418)  -0.172
C (0.3275, 4.3180, -1.9602)  -0.444
C (-0.7214, 5.2214, -1.9269)  -0.577
C (-1.8108, 4.9104, -1.1304)  -1.061
C (-1.7991, 3.7115, -0.4337)  -0.404
N (-0.7952, 2.8519, -0.4849)  1.963
C (0.2624, 3.1489, -1.2188)  -0.203
H (-0.6786, 6.1392, -2.4954)  0.447
H (-2.6534, 5.5811, -1.0606)  0.463
H (-2.6317, 3.4296, 0.1954)  -0.025
H (1.0779, 2.4392, -1.2077)  0.446
Se (1.5588, 6.8555, 0.8528)  -0.026
N (3.3489, 6.6929, 0.9471)  -1.035
C (3.6190, 5.3873, 0.9770)  1.095
C (4.8908, 4.8147, 1.0542)  -1.068
C (4.9725, 3.4330, 1.0408)  -0.700
C (3.8165, 2.6641, 0.9440)  -0.578
N (2.5860, 3.1615, 0.9099)  0.442
C (2.4800, 4.4934, 0.9295)  0.222
N (1.2865, 5.0904, 0.8863)  -0.544
H (5.7690, 5.4416, 1.1067)  0.399
H (5.9337, 2.9400, 1.1001)  0.482
H (3.8818, 1.5854, 0.8709)  0.479

The HOMO energy (spin up / spin down) is -1.447 / -0.845 eV. The largest force on an atom comes out at 0.0750 Eh/bohr. The calculation puts the LUMO energy (spin up / spin down) at 3.46 / 3.45 eV. As for the HOMO-LUMO gap (spin up / spin down): 4.903 / 4.300 eV. The net charge is -2.